8
Properties=species:S:1:pos:R:3:forces:R:3:mulliken_charge:R:1 method="wB97M-V/def2-TZVPD" smiles="C#[N+][O-].N=C=O" charge=0 homo_energy_ev=-10.11 relative_energy_kj_mol=351.57 lumo_energy_ev=0.676 energy_ha=-337.29052 gap_ev=10.782
C -1.61063 0.88064 -0.23457 0.0 2.3 -1.8 -0.2087
N -1.68266 -0.19850 0.13633 0.0 -1.3 2.6 0.4278
O -1.73148 -1.20114 0.84040 0.0 0.4 -1.4 -0.5708
H -1.60087 1.86849 -0.72973 0.0 -1.4 0.6 0.3463
N 1.42135 -0.95141 -0.23021 -0.3 0.4 -1.3 -0.3067
C 1.80125 0.14252 -0.00086 -0.9 2.3 0.4 0.5104
O 1.88428 1.30821 0.13144 0.8 -0.6 -0.1 -0.4432
H 1.51876 -1.84881 0.08720 0.4 -2.1 0.9 0.2450

8
Properties=species:S:1:pos:R:3:forces:R:3:mulliken_charge:R:1 method="wB97M-V/def2-TZVPD" smiles="O=c1[nH]cno1" charge=0 homo_energy_ev=-10.16 relative_energy_kj_mol=260.01 lumo_energy_ev=0.386 energy_ha=-337.32539 gap_ev=10.550
O -0.71788 -0.32094 2.32536 0.0 0.6 -1.4 -0.4286
C -0.64573 0.05875 1.20411 2.0 -1.0 -1.3 0.6180
N 0.66217 -0.45824 0.13019 -0.9 0.3 0.4 -0.2981
C 0.34666 0.10252 -1.02762 -0.6 0.4 -0.1 0.0495
N -0.68377 0.86996 -1.14480 -0.7 -0.1 2.0 -0.2483
O -1.29433 0.82836 0.39665 0.9 -0.4 -1.0 -0.2738
H 1.47989 -1.08301 0.11361 -0.9 0.4 0.8 0.2167
H 0.85299 0.00259 -1.99750 0.2 -0.2 0.5 0.3645

8
Properties=species:S:1:pos:R:3:forces:R:3:mulliken_charge:R:1 method="wB97M-V/def2-TZVPD" charge=0 homo_energy_ev=-10.24 relative_energy_kj_mol=388.51 lumo_energy_ev=0.370 energy_ha=-337.27645 gap_ev=10.607
N 0.10817 0.50489 0.43438 0.0 -0.3 -0.2 -0.1755
C -1.51837 -0.14373 -0.98209 -1.5 -0.3 -2.2 0.1285
O 1.44370 0.97217 0.40440 0.0 -0.6 0.7 -0.4029
C -0.13854 -0.84380 0.66172 2.1 1.0 1.6 0.3889
O -1.21632 -0.30345 -2.06774 -0.1 0.2 0.9 -0.1812
N -0.07771 -1.96058 0.95395 -0.4 0.3 -0.6 -0.3793
H 1.83752 0.63120 -0.41228 -0.4 0.1 0.0 0.3470
H -0.43845 1.14329 1.00766 0.2 -0.3 -0.2 0.2745

8
Properties=species:S:1:pos:R:3:forces:R:3:mulliken_charge:R:1 method="wB97M-V/def2-TZVPD" charge=0 homo_energy_ev=-9.93 relative_energy_kj_mol=279.74 lumo_energy_ev=0.549 energy_ha=-337.31788 gap_ev=10.478
O 2.49533 0.12676 0.19017 -1.4 -0.5 0.1 -0.3970
C 1.38876 -0.27947 0.24897 -1.4 1.7 -0.2 0.6563
N -0.09151 0.84764 0.14485 0.6 -0.8 0.1 -0.3718
C -1.07173 -0.03122 0.21787 0.1 -0.7 0.1 0.0313
N -0.84844 -1.30194 0.34528 1.5 0.0 0.0 -0.2856
O 0.75340 -1.38253 0.37553 -0.9 0.7 -0.1 -0.2209
H -0.40868 1.82296 0.04361 1.1 -0.6 0.1 0.2194
H -2.14995 0.17053 0.17950 0.4 0.2 0.0 0.3683

8
Properties=species:S:1:pos:R:3:forces:R:3:mulliken_charge:R:1 method="wB97M-V/def2-TZVPD" charge=0 homo_energy_ev="-11.04 / -8.62" relative_energy_kj_mol=484.11 lumo_energy_ev="-1.205 / -0.556" energy_ha=-337.24004 gap_ev="9.840 / 8.061"
C 0.55266 1.89382 -2.54269 -0.7 1.5 -0.8 0.5663
C 0.24218 2.95259 -1.33779 -0.5 0.9 -1.4 0.5058
N 0.75620 1.75079 -1.26034 0.8 -1.7 1.7 -0.3463
N 0.36507 -0.55933 0.17067 0.7 -0.4 -0.3 -0.4606
O 0.47216 1.72512 -3.69263 0.3 -0.9 -0.3 -0.3631
O -0.18556 3.99746 -1.04232 0.0 0.2 0.9 -0.3631
H -0.57736 -0.65486 -0.19679 -0.4 0.2 0.1 0.2309
H 0.30606 -0.08467 1.06711 -0.3 0.2 0.2 0.2302

8
Properties=species:S:1:pos:R:3:forces:R:3:mulliken_charge:R:1 method="wB97M-V/def2-TZVPD" smiles="N#CC[N+](=O)[O-]" charge=0 homo_energy_ev=-11.93 relative_energy_kj_mol=472.51 lumo_energy_ev=-0.393 energy_ha=-337.24446 gap_ev=11.541
N 2.10499 1.66385 0.96181 0.7 0.6 0.1 -0.3238
C 1.39635 0.97342 0.39293 -3.6 -2.7 -1.4 0.2063
C 0.20729 -0.20425 0.02259 2.2 5.0 2.0 -0.3693
N 0.42302 -0.98907 1.28072 -1.5 -0.8 -2.8 0.8991
O 0.08779 -0.50111 2.30060 -0.1 0.5 1.8 -0.4797
O 0.78447 -2.10509 1.02817 0.8 -1.4 0.8 -0.5301
H -0.80197 0.28895 0.03302 1.2 -0.5 0.0 0.2694
H 0.48038 -0.70988 -0.86587 0.2 -0.6 -0.5 0.3280

8
Properties=species:S:1:pos:R:3:forces:R:3:mulliken_charge:R:1 method="wB97M-V/def2-TZVPD" smiles="N=C=N.O=C=O" charge=0 homo_energy_ev=-10.55 relative_energy_kj_mol=31.90 lumo_energy_ev=0.594 energy_ha=-337.41228 gap_ev=11.140
N 0.67399 -0.89083 0.27880 0.1 0.1 -0.5 -0.5538
C 0.88254 0.14753 -0.32925 0.2 -0.2 0.1 0.6265
N 0.98559 1.16419 -1.00795 0.4 -0.4 0.6 -0.5434
H 1.36132 -1.21264 0.94164 -0.1 0.1 0.4 0.2469
H 1.78405 0.98226 -1.60643 0.0 0.5 -0.7 0.2636
O -2.10513 -0.93496 1.31870 0.1 0.6 -0.5 -0.3999
C -1.88428 -0.06926 0.57170 -0.3 0.0 0.1 0.7823
O -1.69807 0.81371 -0.16720 -0.4 -0.6 0.6 -0.4223

8
Properties=species:S:1:pos:R:3:forces:R:3:mulliken_charge:R:1 method="wB97M-V/def2-TZVPD" smiles="N#CC(=O)NO" charge=0 homo_energy_ev=-11.10 relative_energy_kj_mol=404.76 lumo_energy_ev=-0.746 energy_ha=-337.27026 gap_ev=10.358
N -1.08200 2.78177 -0.15430 3.6 -7.7 0.5 -0.3782
C -0.58931 1.64588 -0.11079 -2.4 7.6 -0.9 0.2087
C -0.34216 0.18589 -0.30793 -4.4 -0.2 1.8 0.5866
O -1.47168 -0.31471 -0.59898 4.4 -0.1 0.0 -0.4869
N 0.71870 -0.40012 0.37309 1.5 -0.8 -1.8 -0.2172
O 1.03199 -1.80615 -0.07447 -4.3 1.3 2.6 -0.3914
H 1.62047 0.13953 0.55409 -1.8 -1.0 -0.7 0.2952
H 0.11400 -2.23210 0.31929 3.4 1.1 -1.6 0.3833

9
Properties=species:S:1:pos:R:3:forces:R:3:mulliken_charge:R:1 method="wB97M-V/def2-TZVPD" smiles="O=c1[nH][nH]c(=S)o1" charge=0 homo_energy_ev=-9.66 relative_energy_kj_mol=45.11 lumo_energy_ev=0.086 energy_ha=-735.57009 gap_ev=9.748
O 1.84891 -1.48907 -0.62943 0.7 -1.5 -0.8 -0.4914
C 0.95903 -0.76682 -0.37498 1.3 1.3 1.0 0.5280
N 0.12974 -0.77569 0.69314 -1.7 -0.6 0.8 -0.1577
N -0.90809 0.16057 0.45815 0.3 1.7 1.1 -0.2281
C -0.35694 1.07925 -0.48638 0.3 -1.8 0.7 0.3148
S -0.97792 2.42392 -1.06283 0.0 0.5 0.0 -0.3172
O 0.82228 0.46418 -0.92802 -1.5 1.4 -0.9 -0.2405
H -0.31400 -1.63794 0.92174 0.2 -1.0 0.2 0.2818
H -1.20301 0.54160 1.40860 0.3 -0.1 -2.1 0.3104

9
Properties=species:S:1:pos:R:3:forces:R:3:mulliken_charge:R:1 method="wB97M-V/def2-TZVPD" smiles="O=CC1=NONS1" charge=0 homo_energy_ev=-8.79 relative_energy_kj_mol=423.95 lumo_energy_ev=-0.564 energy_ha=-735.42580 gap_ev=8.231
O -0.94532 -2.47751 -0.82418 0.3 -0.4 0.0 -0.4564
C -0.80873 -1.71019 0.08906 -0.6 -0.4 -1.4 0.0871
C -0.22510 -0.41923 -0.03174 2.2 3.5 -0.4 0.3407
N -0.53605 0.49510 0.80979 -0.8 -1.0 0.6 -0.2160
O 0.00260 1.69292 0.62590 0.4 0.2 -0.3 -0.1432
N 1.27986 1.51006 -0.07960 0.1 0.1 0.2 -0.2527
S 0.91843 0.21561 -1.26773 -0.1 0.5 0.1 -0.0229
H -1.20097 -1.80115 1.05924 -0.9 -0.9 1.7 0.3805
H 1.51527 2.49438 -0.38074 -0.6 -1.6 -0.4 0.2830

9
Properties=species:S:1:pos:R:3:forces:R:3:mulliken_charge:R:1 method="wB97M-V/def2-TZVPD" charge=0 homo_energy_ev=-9.34 relative_energy_kj_mol=345.84 lumo_energy_ev=-1.240 energy_ha=-735.45555 gap_ev=8.105
C 0.63919 0.45231 -0.51090 -4.0 -0.8 -2.9 0.4125
C -0.32106 -0.92566 1.05227 0.6 -1.1 -1.4 0.1846
H -0.36897 2.07107 -1.67450 4.9 -3.5 0.7 0.4155
H -1.33252 -0.41346 -0.74091 0.2 -0.2 0.1 0.3003
N 1.42995 0.39500 0.42326 3.0 0.6 2.4 -0.2150
N -0.40100 -0.59127 -0.37365 0.6 1.8 2.5 -0.1763
O 0.73578 1.32169 -1.58580 -4.6 1.7 0.8 -0.5558
O 1.01453 -0.55556 1.36494 -2.5 -0.1 -0.6 -0.1113
S -1.39591 -1.75412 2.04529 1.8 1.5 -1.6 -0.2545

9
Properties=species:S:1:pos:R:3:forces:R:3:mulliken_charge:R:1 method="wB97M-V/def2-TZVPD" smiles="[H]/N=C/S(=O)(=O)C#N" charge=0 homo_energy_ev=-11.39 relative_energy_kj_mol=385.04 lumo_energy_ev=-0.665 energy_ha=-735.44062 gap_ev=10.723
H 1.12284 -0.57549 0.41587 -0.9 0.1 -0.1 0.2675
N 0.09872 -0.65150 0.22530 0.8 1.3 -0.4 -0.4673
C -0.45782 0.44558 -0.03685 -0.9 -0.7 1.1 0.1122
S -2.29182 0.39771 -0.18918 -3.0 3.9 4.1 0.8866
O -2.71738 0.78811 -1.52252 0.5 -0.3 1.4 -0.5071
O -2.70860 1.30122 1.14288 1.8 -4.3 -6.0 -0.5349
C -3.00303 -1.27252 0.02262 1.0 1.2 0.4 0.2315
N -3.56161 -2.25572 0.22631 0.1 0.1 -0.1 -0.2893
H -0.28373 1.56293 0.03281 0.6 -1.3 -0.3 0.3009

10
Properties=species:S:1:pos:R:3:forces:R:3:mulliken_charge:R:1 method="wB97M-V/def2-TZVPD" smiles="O=C1NSC(=O)NS1" charge=0 homo_energy_ev=-9.17 relative_energy_kj_mol=146.71 lumo_energy_ev=-0.073 energy_ha=-1133.73006 gap_ev=9.098
O -2.23076 -1.28516 -0.68688 5.9 1.1 -1.0 -0.5524
C -1.06388 -0.72586 -0.76901 -5.2 -0.4 0.6 0.5909
N 0.19473 -1.13086 -1.13501 -0.8 1.8 0.7 -0.2851
S 1.57115 0.01853 -0.89839 -2.0 -0.6 1.0 -0.0238
C 1.08472 0.77126 0.79493 5.8 -0.2 1.5 0.6017
O 2.07360 0.91844 1.55702 -3.4 -0.4 -2.0 -0.5440
N -0.17462 1.11625 0.98668 0.3 -0.1 -1.0 -0.2538
S -1.24763 1.11955 -0.26593 -0.6 -1.5 -2.0 -0.0590
H 0.39003 -2.07914 -1.43606 -0.1 0.1 0.3 0.2679
H -0.59736 1.27699 1.85265 0.1 0.2 1.8 0.2575

9
Properties=species:S:1:pos:R:3:forces:R:3:mulliken_charge:R:1 method="wB97M-V/def2-TZVPD" smiles="O=C=C(O)n1[nH]o1" charge=0 homo_energy_ev=-8.60 relative_energy_kj_mol=673.52 lumo_energy_ev=0.043 energy_ha=-412.39445 gap_ev=8.640
O -0.75386 2.36949 0.27892 0.5 -0.7 0.3 -0.3761
C -0.60380 1.21330 0.21888 -1.2 0.5 -0.4 0.9520
C -0.69200 -0.07488 -0.13610 -0.8 1.2 1.1 -0.0929
O -1.88358 -0.73316 -0.17680 0.0 -0.5 -0.3 -0.4908
N 0.47517 -0.73003 -0.45845 2.7 1.8 -0.7 -0.2526
N 1.59902 0.36680 0.14031 -1.9 -2.4 -1.6 -0.2570
O 1.31451 -0.97163 0.61924 0.6 0.0 1.4 -0.1183
H -1.74108 -1.64451 0.11889 -0.1 0.2 0.1 0.3486
H 2.28562 0.20462 -0.60489 0.2 0.0 0.1 0.2871

9
Properties=species:S:1:pos:R:3:forces:R:3:mulliken_spin:R:1 method="wB97M-V/def2-TZVPD" charge=0 homo_energy_ev="-5.74 / -11.08" relative_energy_kj_mol=574.36 multiplicity=3 lumo_energy_ev="0.465 / -2.840" energy_ha=-412.27812 gap_ev="6.207 / 8.244"
C -1.22045 -1.07449 -0.01548 0.5 -0.8 0.0 0.0031
C 1.09241 0.63759 -0.02149 0.8 2.6 -2.8 0.4933
N -2.21723 -0.48887 -0.03603 -1.0 0.8 0.0 0.0005
N 1.97821 -0.12475 0.21251 0.3 -5.5 4.8 0.7577
O 0.09128 1.22491 -0.02379 -2.8 2.0 0.1 0.3479
O -3.35499 0.19767 -0.05292 -0.1 -0.4 0.0 0.0007
O 3.24710 -0.35849 -0.23949 2.2 1.4 -2.5 0.4634
H -3.14205 1.14396 -0.05530 0.4 -0.1 0.0 0.0008
H 3.52572 -1.15753 0.23199 -0.2 -0.1 0.3 -0.0674

9
Properties=species:S:1:pos:R:3:forces:R:3:mulliken_spin:R:1 method="wB97M-V/def2-TZVPD" charge=0 homo_energy_ev="-6.10 / -10.56" relative_energy_kj_mol=259.92 multiplicity=3 lumo_energy_ev="0.672 / -3.101" energy_ha=-412.39788 gap_ev="6.771 / 7.456"
C -1.77076 -1.26135 0.94102 -2.1 1.7 0.4 -0.0004
C 1.19464 -0.07471 -0.64843 -2.1 -0.3 3.1 0.3255
N -1.11847 -2.24576 0.88747 0.3 -1.6 -0.7 0.0029
N 1.72879 0.23223 -1.66848 -0.8 -4.2 -3.9 0.7731
O -2.51106 -0.35411 0.91791 0.6 -0.2 -0.2 0.0007
O 0.61276 -0.40642 0.32962 0.8 0.7 0.9 0.3829
O 2.56615 1.16164 -2.23643 2.4 5.3 0.6 0.5904
H -0.60017 -2.66272 1.61312 0.6 -0.4 0.6 0.0000
H 3.07680 0.78280 -2.94695 0.3 -1.0 -0.9 -0.0750

10
Properties=species:S:1:pos:R:3:forces:R:3:mulliken_charge:R:1 method="wB97M-V/def2-TZVPD" charge=0 homo_energy_ev="-9.65 / -9.65" relative_energy_kj_mol=540.64 lumo_energy_ev="-1.541 / -1.541" energy_ha=-810.64583 gap_ev="8.106 / 8.107"
C -1.52474 0.75927 0.26853 -0.5 0.0 0.1 0.0638
C 0.04221 -0.72070 1.02260 1.6 2.7 -0.2 0.0676
N -0.52546 1.52847 0.13772 -1.8 1.9 -0.9 -0.2666
N 0.58726 1.09714 0.51988 -1.5 -5.3 2.4 -0.2686
O 0.27970 -1.24994 -1.80412 -0.3 -0.6 1.0 -0.4414
O 2.38193 -1.27319 -0.66814 -0.2 -0.6 0.7 -0.4435
O -1.13675 -0.52831 0.73801 -0.4 -0.2 0.8 -0.0762
S 1.04691 -1.82412 -0.70890 1.2 0.5 -2.4 0.7452
H -2.60052 0.84327 0.33080 0.4 0.6 -0.5 0.3688
H 1.44946 1.36811 0.16361 1.5 1.0 -0.9 0.2510

10
Properties=species:S:1:pos:R:3:forces:R:3:mulliken_charge:R:1 method="wB97M-V/def2-TZVPD" charge=0 homo_energy_ev=-10.46 relative_energy_kj_mol=331.00 lumo_energy_ev=-2.245 energy_ha=-810.72568 gap_ev=8.213
C -0.55555 0.43018 -0.95365 -0.6 0.5 -1.5 -0.0680
C -0.73921 0.47145 0.48109 1.3 -2.0 2.9 0.6802
N 0.30624 -0.26724 -1.52464 0.2 -0.3 0.0 -0.4053
N 0.51773 -1.22515 0.87713 -1.9 1.8 -1.2 -0.6676
O -1.23549 0.99341 1.38260 0.4 -0.4 -1.3 -0.2510
O 1.31466 -2.52537 -1.11629 -0.3 0.1 -0.2 -0.5659
O 2.54489 -0.47994 -0.47652 0.0 0.0 -0.2 -0.5826
S 1.32733 -1.23401 -0.52413 0.4 0.0 1.2 1.1522
H -1.22001 1.07055 -1.53218 0.0 0.1 0.1 0.3920
H 1.06234 -0.87328 1.64815 0.5 0.2 0.1 0.3159

8
Properties=species:S:1:pos:R:3:forces:R:3:mulliken_charge:R:1 method="wB97M-V/def2-TZVPD" smiles="S=c1[nH]nco1" charge=0 homo_energy_ev=-8.94 relative_energy_kj_mol=56.44 lumo_energy_ev=0.820 energy_ha=-660.32620 gap_ev=9.760
S 1.48911 -0.33376 -2.12508 0.1 -0.1 -0.4 -0.3723
C 0.57183 -0.09472 -0.82372 -0.3 0.9 1.5 0.2733
N 0.54011 -0.72556 0.38838 -0.3 -0.2 -0.8 0.1511
N -0.47579 -0.26755 1.18480 0.1 -0.5 1.0 -0.5603
C -0.93996 0.74035 0.57569 -0.3 0.2 -0.4 0.1447
O -0.33588 0.95308 -0.61819 0.1 -0.2 -0.8 -0.2742
H 0.94608 -1.64007 0.54860 -0.1 0.4 0.1 0.2582
H -1.79550 1.36823 0.86952 0.8 -0.4 -0.2 0.3795

8
Properties=species:S:1:pos:R:3:forces:R:3:mulliken_charge:R:1 method="wB97M-V/def2-TZVPD" smiles="N=C=O.N=C=S" charge=0 homo_energy_ev=-9.75 relative_energy_kj_mol=31.52 lumo_energy_ev=0.592 energy_ha=-660.33569 gap_ev=10.343
N 1.82414 0.54329 -0.45008 0.6 -1.0 -0.7 -0.3344
C 1.56060 0.29984 0.66905 0.5 1.7 -2.4 0.4548
O 1.37554 0.13810 1.77674 -0.8 -1.2 3.7 -0.3948
H 1.82167 1.10239 -1.25017 -0.2 0.6 -0.6 0.2639
N -0.98097 -1.00609 -0.44812 -0.1 1.9 0.5 -0.4139
C -1.72007 -0.12920 -0.07236 0.2 -1.2 -0.3 0.4699
S -2.67533 0.98779 0.43843 0.0 0.5 0.1 -0.3146
H -1.20557 -1.93612 -0.66348 -0.2 -1.2 -0.3 0.2690